No. 1
Molecular formula: C19H17F2
Method: DFT, the ωB97M-V functional and the def2-TZVPD basis

Calculated values
LUMO = -6.106 eV
Energy = -933.5764 Ha
Relative energy (zero: lowest compared OMol25 entry of this formula, charge and spin) = 1.320 eV
Frontier orbital gap = 6.152 eV

```
! wB97M-V def2-TZVPD RIJCOSX def2/J DEFGRID3
* xyz 1 1
C 3.79 1.33 1.71
C 4.39 0.00 1.37
C 3.09 0.09 2.03
C 2.04 -0.53 2.59
H 4.27 1.89 2.51
H 3.39 1.93 0.89
H 4.40 -0.30 0.32
H 5.27 -0.31 1.95
H 2.00 -1.61 2.68
H 1.26 0.05 3.10
F -4.80 -1.87 1.97
C -3.53 -2.35 1.81
C -3.18 -3.53 2.47
C -1.86 -4.01 2.29
C -0.96 -3.32 1.49
C -1.31 -2.10 0.85
C -0.36 -1.39 0.05
C -0.71 -0.30 -0.73
C 0.18 0.41 -1.54
C -0.18 1.58 -2.26
C -1.48 2.16 -2.16
C -1.76 3.32 -2.88
F -3.01 3.87 -2.76
C -0.83 3.95 -3.71
C 0.44 3.37 -3.82
C 0.77 2.22 -3.12
C -2.65 -1.63 1.01
H -3.90 -4.05 3.09
H -1.56 -4.93 2.79
H 0.06 -3.69 1.34
H 0.66 -1.79 -0.02
H -1.76 0.01 -0.76
H 1.21 0.04 -1.61
H -2.24 1.72 -1.52
H -1.11 4.86 -4.25
H 1.19 3.84 -4.47
H 1.76 1.77 -3.20
H -2.99 -0.71 0.53
*
```



No. 2
Molecular formula: C19H17FN2O4
Method: DFT, the ωB97M-V functional and the def2-TZVPD basis

Calculated values
LUMO = 0.603 eV
Energy = -1244.5955 Ha
SMILES = O=C(NN1C[C@H](C(=O)OCc2ccccc2F)CC1=O)c1ccccc1
Relative energy (zero: lowest compared OMol25 entry of this formula, charge and spin) = 1.210 eV
Frontier orbital gap = 9.775 eV

```
! wB97M-V def2-TZVPD RIJCOSX def2/J DEFGRID3
* xyz 0 1
O -2.99 -0.46 1.86
C -3.14 -0.14 0.70
N -2.23 -0.45 -0.27
N -1.20 -1.34 0.00
C -0.21 -1.07 1.02
C 0.85 -2.13 0.74
C 1.98 -1.67 -0.19
O 2.81 -2.42 -0.62
O 1.92 -0.37 -0.47
C 2.93 0.16 -1.34
C 4.12 0.65 -0.55
C 5.10 -0.23 -0.12
C 6.18 0.22 0.63
C 6.28 1.56 0.96
C 5.31 2.45 0.55
C 4.25 1.99 -0.20
F 3.31 2.87 -0.60
C 0.08 -3.26 0.05
C -1.12 -2.56 -0.58
O -1.86 -2.97 -1.44
C -4.28 0.68 0.22
C -5.48 0.60 0.92
C -6.58 1.33 0.52
C -6.49 2.17 -0.58
C -5.29 2.28 -1.27
C -4.19 1.54 -0.87
H -2.52 -0.47 -1.24
H 0.16 -0.05 0.93
H -0.66 -1.19 2.02
H 1.34 -2.47 1.66
H 3.24 -0.62 -2.04
H 2.45 0.99 -1.86
H 5.02 -1.28 -0.38
H 6.93 -0.48 0.95
H 7.12 1.91 1.54
H 5.37 3.50 0.79
H -0.30 -3.99 0.77
H 0.67 -3.79 -0.69
H -5.53 -0.06 1.78
H -7.51 1.25 1.06
H -7.35 2.75 -0.89
H -5.22 2.94 -2.11
H -3.26 1.65 -1.40
*
```



No. 3
Molecular formula: C19H17N4OS2Y
Method: DFT, the ωB97M-V functional and the def2-TZVPD basis

Calculated values
LUMO = -6.976 eV
Energy = -1862.7442 Ha
Relative energy (zero: lowest compared OMol25 entry of this formula, charge and spin) = 0.055 eV
Frontier orbital gap = 7.378 eV

```
! wB97M-V def2-TZVPD RIJCOSX def2/J DEFGRID3
* xyz 2 1
Y 1.51 0.60 -1.06
N 0.89 4.10 1.66
C 1.37 3.08 0.95
S 1.11 3.17 -0.79
N 1.99 2.13 1.61
N 2.47 1.09 0.91
C 3.24 0.23 1.46
C 3.74 -0.89 0.67
C 4.70 -1.75 1.18
C 5.20 -2.77 0.38
C 4.70 -2.91 -0.91
C 3.73 -2.03 -1.35
N 3.26 -1.03 -0.59
H 0.53 4.92 1.20
H 1.11 4.15 2.65
H 3.54 0.34 2.50
H 5.07 -1.61 2.19
H 5.96 -3.44 0.75
H 5.06 -3.70 -1.56
H 3.32 -2.12 -2.35
O 0.30 -0.65 0.24
S -0.99 -0.23 0.98
C -1.57 1.15 -0.03
C -2.11 2.25 0.62
C -2.69 3.26 -0.14
C -2.73 3.16 -1.52
C -2.16 2.07 -2.16
C -1.57 1.06 -1.42
C -2.23 -1.41 0.43
C -1.95 -2.31 -0.59
C -2.96 -3.13 -1.05
C -4.23 -3.05 -0.48
C -4.48 -2.17 0.56
C -3.47 -1.34 1.03
H -2.08 2.31 1.70
H -3.12 4.12 0.36
H -3.22 3.93 -2.10
H -2.20 1.99 -3.24
H -1.24 0.15 -1.93
H -0.94 -2.38 -0.99
H -2.76 -3.84 -1.83
H -5.02 -3.69 -0.84
H -5.46 -2.13 1.03
H -3.65 -0.65 1.85
*
```



No. 4
Molecular formula: C19H17N5NiO4
Method: DFT, the ωB97M-V functional and the def2-TZVPD basis

Calculated values
LUMO (spin up / spin down) = 0.194 / 0.126 eV
Energy = -2817.3652 Ha
Relative energy (zero: lowest compared OMol25 entry of this formula, charge and spin) = 0.000 eV
Frontier orbital gap (spin up / spin down) = 7.758 / 7.630 eV

```
! wB97M-V def2-TZVPD RIJCOSX def2/J DEFGRID3
* xyz 0 1
Ni -0.64 0.29 -0.56
O 3.20 -0.43 -2.78
C 3.94 0.30 -1.91
C 5.32 0.30 -2.10
C 6.14 1.02 -1.26
C 5.59 1.77 -0.21
C 4.22 1.77 -0.03
C 3.37 1.04 -0.87
C 1.90 1.09 -0.63
O 1.14 0.17 -1.20
N 1.43 2.02 0.13
N 0.04 1.84 0.23
C -0.61 2.64 0.97
C -2.04 2.62 1.11
C -2.63 3.55 1.98
C -3.99 3.64 2.13
C -4.80 2.78 1.37
C -4.24 1.86 0.51
C -2.85 1.74 0.36
O -2.38 0.85 -0.49
H 2.28 -0.34 -2.47
H 5.72 -0.28 -2.92
H 7.21 1.01 -1.41
H 6.23 2.34 0.45
H 3.77 2.34 0.77
H -0.04 3.39 1.52
H -1.98 4.21 2.54
H -4.43 4.36 2.80
H -5.88 2.83 1.46
H -4.86 1.19 -0.07
C -2.44 -3.80 2.20
N -1.78 -3.45 0.94
C -1.49 -4.37 0.00
C -0.86 -4.05 -1.15
C -0.52 -2.67 -1.33
N -0.82 -1.75 -0.43
C -1.42 -2.10 0.78
O -1.64 -1.31 1.66
N 0.10 -2.27 -2.44
H -2.78 -4.83 2.13
H -3.27 -3.13 2.36
H -1.74 -3.69 3.03
H -1.79 -5.39 0.22
H -0.63 -4.80 -1.89
H 0.44 -2.94 -3.10
H 0.49 -1.34 -2.45
*
```



No. 5
Molecular formula: C19H17N5O
Method: DFT, the ωB97M-V functional and the def2-TZVPD basis

Calculated values
LUMO = -0.442 eV
Energy = -1083.2758 Ha
SMILES = CCCn1nc(NC(=O)c2ccncc2)c2cc3ccccc3nc21
Relative energy (zero: lowest compared OMol25 entry of this formula, charge and spin) = 0.087 eV
Frontier orbital gap = 7.569 eV

```
! wB97M-V def2-TZVPD RIJCOSX def2/J DEFGRID3
* xyz 0 1
C 2.40 -2.06 -2.94
C 1.79 -1.40 -1.71
C 0.44 -0.77 -2.02
N -0.15 -0.19 -0.85
N -0.60 -0.97 0.16
C -1.01 -0.20 1.13
N -1.53 -0.67 2.31
C -1.54 -1.96 2.77
O -2.12 -2.26 3.79
C -0.77 -2.94 1.94
C 0.62 -2.96 1.99
C 1.29 -3.89 1.22
N 0.67 -4.77 0.44
C -0.65 -4.76 0.41
C -1.42 -3.87 1.14
C -0.85 1.18 0.78
C -1.10 2.42 1.33
C -0.75 3.54 0.56
C -0.95 4.86 1.03
C -0.61 5.93 0.27
C -0.04 5.75 -1.01
C 0.17 4.50 -1.50
C -0.17 3.35 -0.74
N 0.06 2.15 -1.28
C -0.27 1.12 -0.54
H 3.36 -2.50 -2.70
H 1.74 -2.85 -3.31
H 2.54 -1.33 -3.73
H 2.47 -0.63 -1.33
H 1.65 -2.15 -0.92
H -0.24 -1.53 -2.41
H 0.54 0.03 -2.75
H -2.00 0.01 2.90
H 1.16 -2.26 2.61
H 2.37 -3.95 1.22
H -1.11 -5.50 -0.24
H -2.50 -3.90 1.09
H -1.53 2.54 2.31
H -1.39 4.99 2.01
H -0.77 6.94 0.64
H 0.22 6.62 -1.59
H 0.61 4.34 -2.47
*
```



No. 6
Molecular formula: C19H17NO4
Method: DFT, the ωB97M-V functional and the def2-TZVPD basis

Calculated values
LUMO = 0.098 eV
Energy = -1089.9798 Ha
SMILES = Cc1cccc2cc(COC(=O)COc3ccccc3)c(=O)[nH]c12
Relative energy (zero: lowest compared OMol25 entry of this formula, charge and spin) = 0.149 eV
Frontier orbital gap = 8.540 eV

```
! wB97M-V def2-TZVPD RIJCOSX def2/J DEFGRID3
* xyz 0 1
C -5.17 -1.51 -1.49
C -4.77 -0.28 -0.71
C -5.66 0.76 -0.52
C -5.30 1.90 0.20
C -4.05 2.01 0.74
C -3.12 0.97 0.57
C -1.80 1.03 1.11
C -0.91 0.02 0.96
C 0.47 0.06 1.55
O 1.43 -0.38 0.60
C 1.97 -1.58 0.82
O 1.89 -2.20 1.84
C 2.75 -2.05 -0.41
O 3.19 -1.03 -1.25
C 4.09 -0.12 -0.76
C 4.63 -0.15 0.52
C 5.54 0.83 0.90
C 5.92 1.82 0.02
C 5.38 1.84 -1.26
C 4.48 0.88 -1.65
C -1.28 -1.18 0.20
O -0.56 -2.14 -0.02
N -2.56 -1.17 -0.31
C -3.49 -0.17 -0.16
H -4.53 -1.63 -2.36
H -5.09 -2.40 -0.87
H -6.20 -1.42 -1.83
H -6.65 0.69 -0.94
H -6.02 2.69 0.32
H -3.76 2.89 1.30
H -1.52 1.91 1.67
H 0.73 1.09 1.84
H 0.52 -0.60 2.43
H 3.57 -2.71 -0.08
H 2.04 -2.64 -1.00
H 4.35 -0.91 1.23
H 5.95 0.80 1.89
H 6.63 2.57 0.32
H 5.68 2.62 -1.96
H 4.05 0.89 -2.64
H -2.82 -1.99 -0.83
*
```